1.
A structure of composition C27H52BrGeKN3O9P, computed with wB97M-V/def2-TZVPD.

CARTESIAN COORDINATES (ANGSTROEM)
H (-3.21672, -3.94245, 3.78144)
H (2.85432, 1.66537, 1.40735)
C (4.60408, 3.11269, -2.97272)
C (3.01882, 2.42338, 0.63791)
H (4.97989, -0.99058, 1.77944)
H (-4.09003, -0.41581, 2.94113)
C (-2.62482, -2.38857, -2.18554)
H (-2.74739, 1.00068, -2.82427)
H (-0.80218, 3.42565, -4.16777)
C (-1.66220, 2.09906, 1.72377)
H (-1.40398, 4.00415, 0.68589)
H (-0.54611, 3.41660, 3.06802)
H (-4.05494, -0.08796, -2.34198)
C (-3.10727, -0.02915, -2.87932)
H (0.76491, -5.38245, -3.05940)
H (4.34972, -2.48924, 0.93673)
H (3.49432, 2.58520, -4.75054)
O (1.17397, 2.38210, -2.68405)
H (5.04349, 2.12153, -2.82962)
C (-3.55199, -1.26027, 3.37946)
H (0.18770, -0.82923, 2.95305)
H (0.77985, 4.02559, -4.68319)
H (4.02115, 2.25108, 0.24474)
H (-1.64447, -3.17878, 3.48705)
C (-3.26525, -2.33067, 2.32642)
H (1.38542, 4.40355, -2.25612)
H (-3.81929, 2.36225, 1.56122)
C (-4.57139, -2.82203, 1.69559)
C (0.60957, 3.70083, -2.56270)
H (1.53540, 0.00031, 4.63249)
N (0.63382, -3.24424, -0.46576)
H (3.56399, 3.96631, 2.03042)
H (-0.37804, 2.68585, 0.10356)
H (-4.34756, -3.55869, 0.92075)
H (0.39780, 2.08051, 2.39029)
H (-2.61484, -0.89580, 3.80754)
N (0.58123, -1.53285, 3.57121)
H (3.75742, 4.32262, -4.54255)
C (-0.82884, -5.10299, -0.08713)
H (5.09065, 3.27813, -5.06067)
H (-0.02356, -1.57216, -2.67465)
P (2.52739, 1.92540, -1.93764)
C (2.96754, -0.69328, 3.21026)
H (0.88044, -2.28143, 2.95140)
O (3.80018, 0.16752, 3.48226)
C (0.97434, -3.78983, -1.62659)
H (-3.26235, 1.83820, 3.15922)
Br (-1.21762, -7.28510, -1.88210)
H (1.85758, 3.97801, 1.56160)
H (-0.40779, 0.07763, -3.18246)
C (-0.58445, 2.36280, 2.77972)
H (-1.86834, -3.07710, -1.81085)
C (4.11651, -1.51259, 1.37266)
O (2.03691, 2.21541, -0.39808)
C (2.87465, 3.81886, 1.19828)
C (-0.79618, -0.94147, -3.11443)
O (-1.68686, -0.51741, -0.98128)
H (-5.21245, -3.29302, 2.44693)
C (-2.06541, -0.96946, -2.26464)
H (-0.98892, -1.30231, -4.12885)
C (3.80592, -0.77034, -0.17631)
C (1.78485, -0.94801, 4.15210)
O (2.68608, -1.02427, -0.59028)
H (5.33746, 3.85386, -2.65130)
H (-3.47862, -2.42188, -1.50555)
H (-1.55389, -5.58679, 0.55102)
O (3.47915, 3.26560, -2.09806)
C (-3.02750, 2.47362, 2.30337)
H (3.08814, 4.56000, 0.42668)
C (0.02200, 4.08785, -3.90107)
C (-1.37386, 2.93042, 0.47583)
K (0.47552, -0.23633, 0.02973)
H (-2.95391, -2.73562, -3.16977)
H (-2.10688, 2.71060, -0.30456)
C (4.21032, 3.33785, -4.41685)
C (-2.57091, -3.50856, 3.01269)
O (4.77443, -0.13853, -0.56236)
C (0.45856, -4.98681, -2.10181)
H (-0.78383, 1.76343, 3.66983)
H (1.70565, -3.23869, -2.21058)
H (-0.35468, 5.11194, -3.86791)
O (-2.38999, -1.84797, 1.32224)
H (-2.35165, -4.28854, 2.28296)
H (-3.01910, 3.51293, 2.64422)
H (-0.15719, 3.67671, -1.79061)
H (-5.12454, -1.99995, 1.23725)
H (-4.17125, -1.67246, 4.18167)
C (-0.25358, -3.89014, 0.28022)
N (2.98046, -1.53561, 2.13033)
H (-0.55824, -3.40555, 1.19944)
C (-0.45964, -5.64593, -1.30197)
H (2.16411, -1.59729, 4.95034)
H (-3.28576, -0.27943, -3.92845)
Ge (-2.89438, -0.23215, 0.44140)
O (-1.57507, 0.72566, 1.41323)

The value obtained for the LUMO energy (spin up / spin down) is 2.21 / 1.29 eV. The spin multiplicity is 2. Its charge is -1.

2.
A structure of composition C10H7IrN2O5, computed with wB97M-V/def2-TZVPD.

CARTESIAN COORDINATES (ANGSTROEM)
O (2.33609, -1.81306, -0.10425)
O (-0.72600, -5.82587, -1.00255)
C (0.28967, 2.04958, -2.47289)
N (-1.89706, 1.33131, 3.66023)
H (-2.46438, 0.62692, 4.10336)
H (0.82645, 2.36237, 0.09747)
C (2.65109, 0.66698, -1.82794)
H (-1.03643, -1.38729, 0.08770)
O (3.69373, 1.18082, -1.89624)
H (-1.67273, 2.19599, 4.17062)
H (0.50940, -2.85379, -1.47948)
C (0.12935, 1.67042, 0.58791)
O (-0.08246, 3.08456, -2.80229)
H (-2.23405, -0.89901, 2.24052)
C (-1.31947, 1.09317, 2.45576)
H (-0.25001, 2.98714, 2.27076)
C (1.28049, -1.68845, -0.88957)
C (1.02186, -0.70634, -3.63755)
Ir (0.81038, 0.05064, -1.88171)
C (-0.14035, -4.83351, -1.22346)
C (-0.45135, 2.01138, 1.81040)
O (1.31542, -1.21775, -4.64828)
C (-0.92295, -0.41807, 0.59266)
C (-1.56267, -0.14875, 1.80351)
N (-0.10403, 0.48060, -0.01467)

The value obtained for the LUMO energy (spin up / spin down) is -7.76 / -11.73 eV. The spin multiplicity is 5. Its charge is +2.

3.
An isolated molecule of C2H5BrSi, computed with wB97M-V/def2-TZVPD.

CARTESIAN COORDINATES (ANGSTROEM)
Si (-0.18356, 1.19065, -0.04160)
C (0.69160, -1.59132, 0.35637)
H (1.35495, -2.32607, 0.31435)
H (-1.31035, 0.96859, 0.88496)
Br (2.95881, 0.02401, -0.04727)
H (-0.39045, -1.85070, 0.43276)
H (-0.73747, 0.92356, -1.33818)
H (0.57406, 2.36175, -0.21802)
C (1.13364, -0.13220, 0.17340)

The SMILES is C=C([SiH3])Br. The value obtained for the LUMO energy is 0.23 eV.

4.
A cluster of 4 separate species, C21H24ClF25NO3 in total, computed with wB97M-V/def2-TZVPD.

CARTESIAN COORDINATES (ANGSTROEM)
C (4.76812, 3.27089, -1.84606)
C (-0.18920, 3.98897, -0.14639)
H (1.55677, 1.42713, 1.55244)
C (1.62788, -7.51720, 2.73107)
F (1.45032, -4.13228, 1.44107)
F (-3.07657, -2.32726, -3.08657)
H (1.85805, 3.72974, 0.83679)
C (6.46282, 6.11038, -2.56253)
H (-4.48533, -0.66529, 1.76853)
F (-0.67969, -7.37805, 2.07407)
H (-1.19223, -4.81237, -0.44029)
C (-0.13484, -4.86929, -0.17108)
F (8.83137, 6.07623, -2.66898)
F (-4.08070, 2.58854, 1.36738)
H (-0.48419, 3.09900, -0.75861)
H (-4.17038, 4.22549, 0.10994)
F (-5.57717, -2.89037, 2.56579)
C (4.43252, 4.75981, -2.11934)
H (2.27022, -7.36793, 3.60082)
F (6.38560, 7.40466, -2.93922)
C (-6.07782, -2.55563, 0.30728)
F (-4.95317, -1.15865, -1.42128)
F (2.17133, -6.85570, 1.69739)
F (-3.32516, -1.35686, 0.32269)
F (-0.22351, -7.67111, 4.15033)
H (-6.95314, -3.07085, 0.70737)
F (-4.31839, -3.91719, 1.12698)
H (-0.25738, 1.55014, 1.54613)
C (-3.04130, 2.52809, -0.81659)
Cl (0.84327, 5.06693, -1.26938)
O (-5.88773, -3.14089, -0.98197)
H (3.47343, 4.74451, -2.63966)
C (-3.81587, -3.10881, -2.27330)
F (7.81532, 4.18296, -2.96877)
C (0.67831, 1.89691, 1.04740)
H (-6.38279, -1.51165, 0.22818)
F (-0.30462, -2.91588, 1.06406)
C (-4.96352, -2.74703, 1.35658)
C (-3.42020, 3.44722, 0.39670)
H (4.95599, 3.22977, 0.32274)
C (7.72115, 5.50376, -3.19391)
F (-3.06466, -3.37567, -1.18925)
F (6.74313, 3.51104, -0.48846)
C (0.12468, -4.19860, 1.18362)
N (-1.27508, 4.81945, 0.29525)
F (5.74529, 1.59523, -0.48758)
C (-0.59198, -4.78035, 2.42921)
H (-4.01963, -4.05183, -2.78417)
F (-3.03209, -1.86152, 2.40468)
C (-3.97737, -1.58636, 1.46941)
H (-1.73329, 3.26207, 1.76864)
H (-3.88061, 1.82554, -1.03061)
F (5.40678, 2.76331, -2.92824)
H (0.38601, 3.87010, 1.96657)
F (6.49418, 6.12030, -1.22301)
O (5.28667, 5.50201, -3.01662)
H (-0.78631, -3.91647, 3.06719)
H (4.23622, 5.31168, -1.20046)
F (3.57987, 2.61890, -1.76808)
F (1.62866, -8.83185, 2.40721)
F (0.57356, -4.23925, -1.13961)
C (-5.12355, -2.40434, -1.89800)
H (0.66632, 1.47744, 0.00750)
H (-2.13375, 1.91003, -0.62515)
C (0.19949, -7.04773, 3.03038)
C (5.53063, 2.93459, -0.55868)
F (0.24447, -6.15901, -0.20867)
H (7.72117, 5.66099, -4.27396)
C (0.78740, 3.48318, 0.99728)
H (-2.62245, 4.81962, 1.87687)
C (-2.19356, 4.07756, 1.14573)
F (-5.87487, -2.28213, -3.01062)
H (-1.57990, -5.17235, 2.18504)
H (-2.90135, 3.15833, -1.72135)
O (0.12833, -5.67472, 3.30009)

The value obtained for the LUMO energy is 1.96 eV. Its charge is -1.

F_max: 0.70, 6.00, 9.48, 2.03 (eV Å⁻¹)
E: -203919.2008, -26516.6751, -80072.4730, -110257.9970 (eV)